Here is C6H14NiO3 as an isolated structure from OMol25. Energies are from wB97M-V/def2-TZVPD.

The geometry in XYZ format:
```
24
Properties=species:S:1:pos:R:3
C 1.76120 -3.08842 2.21177
O 1.59589 -1.81742 1.63669
C 2.09560 -1.72960 0.32650
C 1.82345 -0.35442 -0.22662
O 0.44277 -0.21089 -0.46018
C -0.00343 1.11454 -0.55122
C -1.44634 1.04951 -0.99367
O -2.12189 2.24777 -0.66483
C -3.44384 2.30558 -1.17621
Ni -1.56667 3.55182 0.92376
H 1.35662 -3.05019 3.23009
H 1.21349 -3.85625 1.63796
H 2.82730 -3.37112 2.25857
H 1.62012 -2.49273 -0.31733
H 3.18704 -1.90517 0.31777
H 2.36185 -0.21601 -1.18026
H 2.21669 0.40221 0.47534
H 0.55704 1.75619 -1.25414
H 0.35415 1.58817 0.38048
H -1.99365 0.19012 -0.57414
H -1.47938 0.89621 -2.08459
H -3.41634 2.31357 -2.27662
H -4.03771 1.44448 -0.83240
H -3.90395 3.23204 -0.80672
```

Output
LUMO energy (alpha / beta) in eV: 0.89 / 0.07
Net charge: 0
Relative energy (zero: lowest compared OMol25 entry of this formula, charge and spin) in kcal per mole: 10.2
HOMO energy (alpha / beta) in Ha: -0.2068 / -0.2675
Total energy in a.u.: -1970.85988
2S+1: 3
Kohn-Sham gap (alpha / beta) in hartree: 0.23952 / 0.26999

For each atom in turn, the Löwdin charge in e is:
1 C -0.12
2 O -0.18
3 C -0.22
4 C -0.20
5 O -0.13
6 C -0.22
7 C -0.19
8 O -0.38
9 C -0.10
10 Ni 0.15
11 H 0.09
12 H 0.09
13 H 0.09
14 H 0.13
15 H 0.13
16 H 0.13
17 H 0.14
18 H 0.13
19 H 0.10
20 H 0.14
21 H 0.14
22 H 0.10
23 H 0.10
24 H 0.08